# C20H21Cl2N3O5

An isolated molecule of C20H21Cl2N3O5 at a distorted geometry (the ωB97M-V functional and the def2-TZVPD basis, the OMol25 dataset).

```
51
Properties=species:S:1:pos:R:3:nbo_charge:R:1
O -2.552 -5.086 0.784 -0.370
N -1.684 -4.271 0.556 0.535
O -0.493 -4.565 0.491 -0.430
C -2.066 -2.916 0.361 -0.083
C -3.421 -2.625 0.442 -0.083
C -3.905 -1.341 0.304 -0.097
N -5.316 -1.120 0.449 0.535
O -5.708 0.011 0.634 -0.362
O -6.032 -2.098 0.395 -0.389
C -2.992 -0.283 0.054 0.387
O -3.489 0.950 -0.151 -0.452
C -2.719 2.067 0.005 0.348
C -1.902 2.254 1.114 -0.307
C -1.204 3.442 1.259 -0.022
Cl -0.193 3.658 2.638 0.024
C -1.315 4.453 0.316 -0.236
C -2.139 4.273 -0.779 -0.194
C -2.840 3.088 -0.942 -0.110
Cl -3.864 2.850 -2.304 0.045
C -1.648 -0.572 -0.054 -0.353
C -1.125 -1.872 0.096 0.277
N 0.180 -2.115 -0.022 -0.560
C 1.227 -1.141 -0.275 -0.040
C 2.445 -1.923 -0.795 -0.402
C 3.354 -1.154 -1.760 -0.400
C 4.536 -0.411 -1.130 -0.388
C 4.220 0.525 0.041 -0.411
C 2.994 1.418 -0.187 -0.412
C 1.843 1.144 0.784 -0.391
C 1.490 -0.328 1.007 -0.417
H -4.119 -3.430 0.634 0.286
H -1.828 1.482 1.864 0.246
H -0.767 5.373 0.442 0.236
H -2.242 5.052 -1.517 0.238
H -0.973 0.237 -0.278 0.232
H 0.465 -3.077 0.152 0.441
H 0.878 -0.468 -1.068 0.191
H 3.030 -2.302 0.044 0.205
H 2.056 -2.787 -1.338 0.218
H 2.747 -0.465 -2.349 0.196
H 3.781 -1.869 -2.467 0.217
H 5.268 -1.145 -0.785 0.202
H 5.012 0.168 -1.925 0.204
H 5.103 1.145 0.210 0.215
H 4.082 -0.063 0.946 0.194
H 3.272 2.468 -0.075 0.215
H 2.642 1.301 -1.211 0.193
H 2.093 1.568 1.759 0.212
H 0.959 1.677 0.421 0.198
H 0.588 -0.354 1.623 0.215
H 2.271 -0.822 1.585 0.207
```

Values from the calculation:
Gap between HOMO and LUMO: 0.3019 Ha
HOMO: -8.9 eV
SMILES: O=[N+]([O-])c1cc([N+](=O)[O-])c(Oc2cc(Cl)ccc2Cl)cc1NC1CCCCCCC1
Lowest unoccupied orbital energy: -0.73 eV
2S+1: 1


# C20H21Cl3N4O10Pt

A structure of composition C20H21Cl3N4O10Pt at a distorted geometry (the ωB97M-V functional and the def2-TZVPD basis, the OMol25 dataset).

```
59
Properties=species:S:1:pos:R:3:nbo_charge:R:1
Pt 0.933 1.233 -0.378 1.491
O 2.717 -6.132 -0.292 -0.370
N 1.520 -5.958 -0.362 0.532
O 0.688 -6.828 -0.223 -0.366
C 1.056 -4.616 -0.593 -0.054
C -0.306 -4.332 -0.573 -0.072
C -0.722 -3.018 -0.746 -0.074
C 0.185 -1.912 -0.862 0.516
O -0.246 -0.734 -0.985 -0.618
C 1.583 -2.276 -0.817 -0.096
C 1.992 -3.602 -0.750 -0.070
N 2.531 -1.272 -0.789 0.537
O 2.273 -0.239 -0.017 -0.509
O 3.654 -1.385 -1.294 -0.240
N -2.098 -2.695 -0.722 0.510
O -2.829 -3.356 0.013 -0.398
O -2.490 -1.739 -1.373 -0.332
H -1.031 -5.120 -0.431 0.282
H 3.047 -3.835 -0.752 0.277
C -2.338 3.704 -1.357 -0.616
C -1.286 2.615 -1.606 0.080
C -0.678 2.729 -3.016 -0.641
O -0.325 2.685 -0.613 -0.652
H -3.152 3.593 -2.066 0.216
H -1.885 4.683 -1.470 0.216
H -2.733 3.638 -0.345 0.210
H -1.779 1.622 -1.560 0.174
H -0.214 3.704 -3.140 0.210
H -1.458 2.593 -3.760 0.210
H 0.073 1.953 -3.153 0.232
Cl 5.630 1.220 -1.988 0.048
C 4.272 1.820 -2.931 -0.220
Cl 4.032 0.831 -4.360 0.057
Cl 4.537 3.508 -3.379 0.044
C 3.009 1.807 -2.011 0.732
O 2.030 1.178 -2.429 -0.725
O 3.085 2.434 -0.959 -0.620
C -2.401 -1.010 2.364 -0.421
N -2.486 0.083 1.455 -0.368
C -3.566 0.134 0.531 -0.407
C -1.838 1.328 1.765 -0.265
C -0.477 1.197 2.399 0.021
C -0.391 1.106 3.789 -0.217
C 0.826 0.989 4.431 -0.210
C 1.993 0.991 3.685 -0.201
C 1.922 1.107 2.307 -0.251
C 0.701 1.201 1.657 -0.115
H -2.649 -1.947 1.864 0.219
H -3.102 -0.892 3.201 0.176
H -1.392 -1.065 2.771 0.211
H -3.961 -0.863 0.354 0.225
H -3.218 0.532 -0.427 0.207
H -4.383 0.779 0.882 0.175
H -2.480 1.905 2.452 0.184
H -1.728 1.906 0.845 0.239
H -1.301 1.134 4.370 0.214
H 0.868 0.905 5.506 0.220
H 2.954 0.885 4.163 0.222
H 2.836 1.094 1.727 0.239
```

Values from the calculation:
Gap between HOMO and LUMO (spin up / spin down): 0.2110 / 0.1265 Ha
HOMO (spin up / spin down): -8.9 / -7.8 eV
Lowest unoccupied orbital energy (spin up / spin down): -3.12 / -4.35 eV
2S+1: 1


# C20H21ClFNO5

An isolated molecule of C20H21ClFNO5 (the ωB97M-V functional and the def2-TZVPD basis, the OMol25 dataset).

```
49
Properties=species:S:1:pos:R:3:nbo_charge:R:1
C -5.524 -1.847 -0.881 -0.617
C -4.091 -1.568 -1.307 -0.063
O -3.706 -0.338 -0.726 -0.502
C -2.460 0.138 -0.958 0.362
C -1.482 -0.507 -1.697 -0.320
C -0.218 0.041 -1.843 -0.180
C 0.083 1.264 -1.266 -0.172
C 1.443 1.859 -1.212 0.684
O 1.716 2.769 -0.452 -0.619
N 2.394 1.317 -2.040 -0.607
C 3.755 1.287 -1.565 -0.333
C 3.952 0.172 -0.535 0.792
O 4.915 0.034 0.166 -0.583
O 2.880 -0.626 -0.524 -0.525
C 2.777 -1.635 0.481 -0.100
C 1.323 -1.761 0.843 -0.186
C 0.582 -2.881 0.484 0.484
F 1.200 -3.887 -0.168 -0.332
C -0.764 -3.013 0.769 -0.320
C -1.407 -1.982 1.430 -0.166
C -0.710 -0.846 1.797 -0.250
C 0.642 -0.738 1.504 0.013
Cl 1.490 0.689 1.959 0.044
C -0.907 1.929 -0.534 -0.249
C -2.164 1.390 -0.363 0.245
O -3.182 1.949 0.341 -0.487
C -2.961 3.157 1.043 -0.062
C -2.175 2.958 2.336 -0.642
H -5.863 -2.786 -1.308 0.213
H -5.585 -1.903 0.203 0.213
H -6.173 -1.044 -1.219 0.218
H -3.427 -2.373 -0.963 0.168
H -4.027 -1.505 -2.402 0.175
H -1.688 -1.462 -2.154 0.224
H 0.515 -0.529 -2.393 0.204
H 2.118 0.513 -2.582 0.389
H 4.455 1.150 -2.392 0.230
H 3.971 2.239 -1.071 0.265
H 3.382 -1.339 1.345 0.230
H 3.162 -2.576 0.077 0.213
H -1.282 -3.911 0.471 0.230
H -2.458 -2.060 1.661 0.224
H -1.208 -0.040 2.310 0.234
H -0.628 2.873 -0.094 0.248
H -3.967 3.518 1.275 0.194
H -2.468 3.895 0.399 0.175
H -1.166 2.606 2.133 0.219
H -2.112 3.902 2.872 0.219
H -2.680 2.230 2.967 0.210
```

Values from the calculation:
Relative energy (zero: lowest compared OMol25 entry of this formula, charge and spin): 0.00 kJ/mol
Gap between HOMO and LUMO: 0.3264 Ha
HOMO: -8.3 eV
SMILES: CCOc1ccc(C(=O)NCC(=O)OCc2c(F)cccc2Cl)cc1OCC
Lowest unoccupied orbital energy: 0.61 eV
2S+1: 1


# C20H21EuO3

A structure of composition C20H21EuO3 at a distorted geometry (the ωB97M-V functional and the def2-TZVPD basis, the OMol25 dataset).

```
45
Properties=species:S:1:pos:R:3:mulliken_spin:R:1
C 1.379 -1.624 3.161 -0.024
C -0.041 -1.649 3.099 -0.063
C -0.427 -2.224 1.850 0.072
H -0.717 -1.371 3.912 -0.033
C 0.771 -2.586 1.145 -0.007
C 1.889 -2.188 1.947 0.051
H 2.950 -2.364 1.712 0.005
H 1.969 -1.330 4.038 0.000
H -1.454 -2.418 1.510 -0.008
H 0.805 -3.100 0.172 0.004
C -0.555 2.449 1.665 0.011
C -0.483 1.825 2.946 0.013
C 0.885 1.792 3.343 -0.035
H -1.342 1.530 3.562 0.002
C 1.671 2.387 2.300 0.060
C 0.778 2.815 1.271 -0.048
H 1.049 3.334 0.334 -0.003
H -1.474 2.664 1.094 0.033
H 1.263 1.470 4.326 0.002
H 2.760 2.565 2.335 0.007
Eu 0.729 0.131 1.069 4.109
O -0.099 0.433 -0.898 0.131
C -0.704 -0.624 -1.627 -0.009
C 0.454 -0.999 -2.481 0.691
H -0.975 -1.461 -0.958 0.020
H -1.564 -0.410 -2.299 0.008
H 1.203 -1.706 -2.082 0.027
H 1.635 -1.940 -4.565 -0.006
C 1.393 -0.879 -4.706 0.162
C 0.795 -0.220 -3.596 -0.156
C 0.495 1.188 -3.681 0.152
H 0.094 1.667 -2.777 0.019
C 0.705 1.851 -4.873 -0.075
H 0.458 2.908 -4.934 -0.004
C 1.200 1.158 -5.984 0.146
H 1.324 1.686 -6.921 0.013
C 1.533 -0.198 -5.899 -0.071
H 1.896 -0.745 -6.762 -0.004
C -3.347 -0.984 3.563 1.122
O -3.680 -0.322 1.983 -0.488
C -2.815 0.098 1.214 1.433
O -2.494 0.601 0.188 -0.052
H -4.324 -1.111 3.993 -0.116
H -2.745 -0.208 4.003 -0.073
H -2.840 -1.895 3.309 -0.019
```

Values from the calculation:
Relative energy (zero: lowest compared OMol25 entry of this formula, charge and spin): 695.97 kJ/mol
Gap between HOMO and LUMO (spin up / spin down): 0.1220 / 0.2768 Ha
Total charge: -1
Expectation value of S²: 15.79
HOMO (spin up / spin down): -0.9 / -5.3 eV
Lowest unoccupied orbital energy (spin up / spin down): 2.42 / 2.25 eV
2S+1: 8


Record order is preserved below.
E_tot: -2235.40015; -3245.57936; -1765.76592; -1710.48838 a.u.